DFT (ωB97M-V/def2-TZVPD) results for one molecule with the formula C3H4N2OS.

Atoms and positions in Å:
N1 0.241 2.079 0.220
N2 -0.231 0.888 -0.359
S1 -1.772 0.273 0.087
C1 -1.224 -1.301 0.028
C2 0.120 -1.556 0.071
C3 0.941 -0.389 0.152
O1 2.007 0.110 0.094
H1 0.104 2.774 -0.538
H2 1.199 1.825 0.482
H3 -1.930 -2.110 -0.359
H4 0.545 -2.593 0.123

Forces on the atoms, in the same order (eV/Å):
-1.2494 0.1302 -0.6213
0.9755 -2.2653 1.5522
0.0930 0.6266 -0.3358
-0.5537 -1.9556 -1.1457
0.7961 -0.8572 0.5835
-2.6452 2.4159 -2.7386
1.1149 -1.0829 1.0476
1.0998 -0.3785 0.9900
0.0198 0.9520 -0.4306
0.8224 1.1105 1.2447
-0.4731 1.3044 -0.1458

Its SMILES is Nn1sccc1=O. The gap between HOMO and LUMO (spin up / spin down) comes out at 8.09 / 8.09 eV. The value obtained for the energy relative to the best compared isomer or geometry (same formula, charge and spin) is 3.3306 eV. The HOMO energy (spin up / spin down) is -8.2391 / -8.2395 eV. The total energy comes out at -699.5497 Eh.

For each atom in turn, the Löwdin charge in e is:
1. N -0.05
2. N -0.44
3. S 0.95
4. C -0.48
5. C -0.13
6. C -0.33
7. O 0.09
8. H 0.09
9. H 0.06
10. H 0.10
11. H 0.13



DFT (ωB97M-V/def2-TZVPD) results for a 5-piece molecular cluster, CH14N2O4 overall.

Atoms and positions in Å:
N1 1.474 -0.734 -0.423
C1 1.003 -0.657 0.963
N2 -0.418 -0.812 1.007
H1 1.334 -1.655 -0.826
H2 1.108 0.086 -0.902
H3 1.450 -1.452 1.565
H4 1.256 0.304 1.418
H5 -1.076 -0.071 0.765
H6 -0.635 -1.710 0.567
H7 -3.288 -0.759 -1.341
H8 -2.029 -0.066 -2.113
O1 -2.342 -0.672 -1.431
H9 -4.402 -2.001 2.690
H10 -3.867 -1.191 1.762
O2 -4.484 -1.048 2.508
H11 1.984 2.556 -0.932
H12 1.246 3.314 -2.158
O3 1.438 3.284 -1.222
H13 3.950 1.032 -1.192
H14 2.957 0.760 -0.102
O4 3.342 1.490 -0.601

Forces on the atoms, in the same order (eV/Å):
-1.5642 0.3690 1.5058
1.2723 0.5878 1.6287
0.3100 -0.9896 -1.7501
0.1151 0.2041 -0.5878
0.1144 -0.4196 -0.8756
0.0085 0.0894 -0.1846
0.1542 -0.1414 -0.2279
0.0521 0.1155 0.0248
-0.8923 0.1506 0.3501
-0.3381 0.4923 -0.6713
-0.9901 -0.0737 -0.0226
1.4150 -0.3727 0.8512
-1.0438 0.1378 1.2201
-0.3575 1.4255 -0.1458
1.3835 -1.6056 -1.0855
0.6505 -0.1375 -0.8198
0.3882 -0.4149 -0.1558
-1.2360 0.8599 0.7380
0.2054 0.2810 -0.1811
0.3858 0.1158 0.1416
-0.0329 -0.6738 0.2477

The gap between HOMO and LUMO (spin up / spin down) comes out at 10.23 / 5.19 eV. The value obtained for the energy relative to the best compared isomer or geometry (same formula, charge and spin) is 0.8302 eV. The HOMO energy (spin up / spin down) is -13.9217 / -13.9215 eV. The total energy comes out at -456.6044 Eh. As for the total charge: +1. As for the spin multiplicity: 2.

For each atom in turn, the Löwdin charge in e is:
1. N 0.17
2. C -0.27
3. N 0.26
4. H 0.13
5. H 0.11
6. H 0.15
7. H 0.15
8. H 0.14
9. H 0.13
10. H 0.05
11. H 0.05
12. O -0.06
13. H 0.05
14. H 0.02
15. O -0.06
16. H -0.05
17. H 0.03
18. O -0.06
19. H 0.08
20. H 0.01
21. O -0.03



DFT (ωB97M-V/def2-TZVPD) results for C28H27AsCl6NNbO3S2 as an isolated structure.

Atoms and positions in Å:
Nb1 -13.175 7.662 4.414
Cl1 -19.223 4.942 1.436
C1 -17.764 5.570 2.124
C2 -17.447 5.177 3.413
Cl2 -18.339 3.967 4.186
C3 -16.428 5.828 4.043
Cl3 -15.736 5.336 5.565
C4 -15.834 6.927 3.380
O1 -15.041 7.702 4.179
C5 -16.114 7.319 2.089
Cl4 -15.554 8.812 1.421
C6 -16.984 6.474 1.411
Cl5 -17.067 6.692 -0.289
C7 -18.059 13.652 3.794
C8 -16.576 13.730 3.999
C9 -15.776 13.494 2.649
C10 -16.175 15.109 4.593
C11 -16.233 12.630 5.042
C12 -16.831 12.799 6.315
C13 -16.688 11.871 7.360
C14 -15.933 10.748 7.081
S1 -15.556 9.526 8.259
C15 -14.361 8.954 7.083
N1 -14.267 9.561 5.951
C16 -15.155 10.621 5.863
C17 -15.365 11.576 4.802
C18 -13.510 7.775 7.339
C19 -13.392 7.315 8.649
C20 -12.518 6.258 8.934
C21 -11.726 5.729 7.916
C22 -11.709 6.282 6.586
C23 -12.640 7.312 6.296
H1 -18.370 14.346 2.971
H2 -18.698 13.873 4.705
H3 -18.309 12.608 3.389
H4 -16.101 14.198 1.863
H5 -15.905 12.439 2.261
H6 -14.760 13.609 2.899
H7 -15.922 15.768 3.763
H8 -15.281 14.989 5.280
H9 -16.987 15.511 5.179
H10 -17.311 13.791 6.440
H11 -17.023 12.127 8.347
H12 -14.983 11.424 3.820
H13 -14.026 7.737 9.475
H14 -12.641 5.801 9.897
H15 -11.052 4.907 8.181
H16 -10.948 6.003 5.855
C24 -9.615 9.202 6.002
As1 -10.357 10.185 4.446
C25 -10.630 12.061 5.040
C26 -9.184 9.916 2.940
S2 -12.259 9.598 3.353
H17 -10.366 9.214 6.820
H18 -8.717 9.717 6.373
H19 -9.438 8.216 5.598
H20 -9.635 12.426 5.317
H21 -11.317 12.034 5.872
H22 -11.111 12.632 4.227
H23 -9.573 8.953 2.524
H24 -8.205 9.759 3.290
H25 -9.305 10.752 2.230
Cl6 -11.426 3.973 0.563
C27 -11.950 5.409 1.408
C28 -11.412 5.457 2.871
O2 -10.403 4.907 3.281
O3 -12.128 6.230 3.777
H26 -13.069 5.400 1.355
H27 -11.512 6.249 0.839

Forces on the atoms, in the same order (eV/Å):
-0.8856 0.9089 -0.3618
0.6394 0.0827 -0.2728
-0.9161 -0.3287 -1.2639
-0.3135 -0.1795 0.3302
-0.0678 -0.3378 0.3474
1.3498 0.6720 -0.1568
-0.4493 0.1361 -0.4410
-0.1561 0.1074 1.3177
1.5176 -0.1026 -0.2940
-0.1208 -0.4757 0.4979
0.2914 -0.5027 0.2920
-0.2908 0.5191 -0.7498
-0.6211 -0.2009 0.1052
-1.8954 -0.7460 -1.3993
1.2879 -0.6602 0.0849
-2.1523 -0.9808 0.5278
1.2076 -0.9261 0.2068
0.0263 0.2880 -0.0623
0.3491 0.1816 0.5105
-0.1250 1.6247 -1.6567
1.1287 0.1416 -0.7068
1.0972 -0.0709 -1.7075
-0.2092 -1.2122 1.1836
0.0823 -0.1804 -0.7883
-1.5493 1.0378 0.5294
-0.5655 -1.0222 1.7271
0.4416 0.9828 0.8336
-0.4087 -0.1471 0.1919
-1.1619 0.2558 -1.1935
0.9231 0.2309 -1.0461
-0.1872 -0.0156 2.2599
-0.0789 -0.4291 1.5791
0.1584 -0.3518 0.7740
0.8780 -0.3237 -1.0482
0.0781 1.3466 0.7367
0.2412 -0.2650 0.4539
-0.1015 1.1396 0.3251
1.4620 0.3575 -0.0628
-0.0692 0.2667 0.2444
-0.8699 0.3275 -0.8927
-0.2020 0.3654 0.1050
0.0546 -1.0739 0.4071
-0.3930 -0.2462 0.2283
0.6311 -0.1310 -0.3772
0.6980 -0.4314 -0.9973
0.6514 -0.1848 0.3432
-0.2233 0.3164 -0.3527
-0.4653 -0.4115 0.2608
-1.2681 0.6253 -0.1170
-0.3366 0.8230 0.3902
0.0299 -0.7641 -1.0390
-1.7171 -0.4111 -0.5043
0.6882 -0.0115 0.6418
0.3939 -0.2369 -0.6313
-0.1584 -0.1505 -0.5337
0.2892 -0.3405 0.3780
-0.3245 0.1218 -0.0586
-0.0228 -0.0737 0.3736
0.5087 -0.2349 0.2884
0.4403 0.9025 0.0488
1.4151 0.1077 0.2799
0.2078 -0.5062 0.2817
0.2395 -0.3885 0.0363
-0.4847 0.2087 0.5239
2.5161 -1.6290 0.4927
-2.5395 1.4179 -1.1740
-1.0972 0.8202 -1.0775
0.9612 0.4170 0.3162
-0.4569 -0.0481 0.5122

The gap between HOMO and LUMO comes out at 5.54 eV. The value obtained for the energy relative to the best compared isomer or geometry (same formula, charge and spin) is 1.3965 eV. The HOMO energy is -13.4804 eV. The total energy comes out at -7213.4066 Eh. As for the total charge: +2.

For each atom in turn, the Löwdin charge in e is:
1. Nb 1.62
2. Cl 0.74
3. C -0.66
4. C -0.73
5. Cl 0.78
6. C -0.58
7. Cl 0.76
8. C -0.40
9. O -0.35
10. C -0.63
11. Cl 0.74
12. C -0.69
13. Cl 0.75
14. C -0.07
15. C -0.55
16. C -0.04
17. C -0.04
18. C -0.17
19. C 0.00
20. C -0.06
21. C -0.45
22. S 1.17
23. C -0.54
24. N 0.01
25. C -0.23
26. C 0.05
27. C -0.24
28. C -0.02
29. C -0.01
30. C -0.02
31. C -0.06
32. C -0.31
33. H 0.10
34. H 0.10
35. H 0.12
36. H 0.10
37. H 0.09
38. H 0.06
39. H 0.09
40. H 0.11
41. H 0.07
42. H 0.13
43. H 0.12
44. H 0.07
45. H 0.12
46. H 0.12
47. H 0.13
48. H 0.10
49. C -0.19
50. As 0.93
51. C -0.20
52. C -0.24
53. S 0.23
54. H 0.05
55. H 0.07
56. H 0.03
57. H 0.06
58. H 0.04
59. H 0.05
60. H 0.04
61. H 0.03
62. H 0.07
63. Cl 0.67
64. C -0.52
65. C -0.50
66. O 0.12
67. O -0.31
68. H 0.09
69. H 0.09